# 1
{
  "formula": "C47H45Cl5N5O7Sn",
  "method": "the ωB97M-V functional and the def2-TZVPD basis",
  "e_lumo_ev": 2.181,
  "spin_multiplicity": 1,
  "e_tot_ev": -139697.8151,
  "e_homo_ev": -4.01,
  "total_charge": -1,
  "e_above_lowest_ev": 0.139,
  "elements": ["Sn", "C", "O", "C", "C", "C", "C", "C", "C", "O", "C", "O", "C", "H", "H", "H", "H", "H", "H", "H", "H", "H", "C", "O", "C", "C", "C", "C", "C", "C", "N", "C", "N", "C", "C", "C", "C", "C", "C", "O", "C", "N", "C", "C", "C", "C", "C", "C", "O", "C", "H", "H", "H", "H", "H", "H", "H", "H", "H", "H", "H", "H", "H", "H", "H", "H", "H", "H", "H", "H", "H", "H", "Cl", "C", "C", "C", "Cl", "C", "Cl", "C", "Cl", "C", "Cl", "C", "C", "N", "C", "C", "C", "O", "C", "C", "C", "C", "N", "C", "H", "H", "H", "H", "H", "H", "H", "H", "H", "H", "H", "H", "H", "H"],
  "xyz": [[0.3761, 0.8262, -0.3650], [-5.0798, 5.2432, 0.5086], [-4.7827, 4.8322, 1.8274], [-3.6279, 4.1284, 2.0186], [-3.3969, 3.7289, 3.3531], [-2.2475, 3.0425, 3.6255], [-1.3156, 2.6668, 2.6361], [-0.1698, 1.8634, 3.0087], [0.3148, 1.8378, 4.4493], [0.4547, 1.1554, 2.2205], [-1.5500, 3.0560, 1.2704], [-0.7759, 2.8115, 0.2922], [-2.7368, 3.8278, 1.0219], [-6.0238, 5.7802, 0.5612], [-5.1862, 4.3832, -0.1574], [-4.3050, 5.9049, 0.1131], [-4.1179, 3.9795, 4.1178], [-2.0690, 2.7389, 4.6499], [-0.0339, 2.6699, 5.0549], [1.4038, 1.8427, 4.4155], [0.0063, 0.8991, 4.9156], [-2.8749, 4.1538, 0.0024], [4.6937, -1.8767, 2.8789], [3.9280, -2.5523, 1.9031], [4.4390, -3.6714, 1.3416], [5.5734, -4.3186, 1.8158], [6.0081, -5.5070, 1.2396], [5.3140, -6.0498, 0.1742], [4.2107, -5.3783, -0.3345], [3.7574, -4.1896, 0.2216], [2.6208, -3.5819, -0.3397], [2.2942, -2.2319, -0.3491], [3.3663, -1.4115, -0.5028], [3.5561, -0.0709, -0.0722], [2.5751, 0.9004, 0.1044], [3.0047, 2.1488, 0.5841], [4.3271, 2.4444, 0.8404], [5.3055, 1.4725, 0.6331], [4.9143, 0.2265, 0.1862], [5.7995, -0.8156, -0.0256], [7.1714, -0.5625, 0.1687], [1.0913, -1.7957, -0.3160], [-0.0020, -2.6574, -0.1245], [-0.9864, -2.6972, -1.1107], [-2.1457, -3.4432, -0.9529], [-2.3441, -4.1738, 0.2076], [-1.3766, -4.1452, 1.2037], [-0.2223, -3.3929, 1.0524], [0.7051, -3.4227, 2.0638], [0.7377, -2.2179, 2.8267], [4.1427, -0.9694, 3.1128], [5.6778, -1.6069, 2.4861], [4.8117, -2.4822, 3.7826], [6.1058, -3.9109, 2.6626], [6.8869, -6.0003, 1.6335], [5.6382, -6.9753, -0.2823], [3.6852, -5.7682, -1.1980], [1.8457, -4.1949, -0.5403], [4.2386, -1.9019, -0.6160], [2.2661, 2.9263, 0.7461], [4.6138, 3.4299, 1.1869], [6.3454, 1.6972, 0.8192], [7.6896, -1.4909, -0.0611], [7.3811, -0.2762, 1.2041], [7.5283, 0.2284, -0.4966], [-0.8353, -2.0942, -1.9983], [-2.9005, -3.4341, -1.7292], [-3.2506, -4.7485, 0.3473], [-1.5048, -4.6953, 2.1278], [1.5428, -2.3283, 3.5488], [-0.2125, -2.0816, 3.3533], [0.9244, -1.3477, 2.2035], [0.7277, -0.4811, -3.4168], [0.9450, 1.2632, -3.6121], [0.9715, 2.0489, -2.4784], [1.1917, 3.3993, -2.7079], [1.2842, 4.5084, -1.3537], [1.3552, 3.9437, -3.9816], [1.6378, 5.6386, -4.2110], [1.2910, 3.1089, -5.0947], [1.4768, 3.7562, -6.6870], [1.0838, 1.7469, -4.9104], [0.9992, 0.6969, -6.2852], [-4.8451, -0.5725, -4.5824], [-5.4845, 0.5509, -3.7778], [-4.8958, 0.6962, -2.4514], [-4.0254, 1.8527, -2.2455], [-2.7394, 1.8173, -3.0550], [-5.3134, -0.1789, -1.4986], [-6.2204, -0.9736, -1.7182], [-4.6392, -0.1707, -0.1571], [-5.3815, -0.2046, 1.0129], [-4.7145, -0.2757, 2.2250], [-3.3266, -0.3267, 2.2204], [-2.6068, -0.3170, 1.1039], [-3.2553, -0.2460, -0.0486], [-5.2804, -0.6198, -5.5823], [-5.0170, -1.5274, -4.0865], [-3.7702, -0.4188, -4.6824], [-6.5530, 0.3633, -3.6630], [-5.3577, 1.5070, -4.2889], [-3.8043, 1.9506, -1.1869], [-4.6018, 2.7414, -2.5278], [-2.1869, 0.8918, -2.8886], [-2.0914, 2.6385, -2.7481], [-2.9330, 1.9093, -4.1270], [-6.4631, -0.1855, 0.9640], [-5.2583, -0.2892, 3.1602], [-2.7695, -0.3554, 3.1513], [-2.6283, -0.2626, -0.9343]],
  "forces_ev_per_angstrom": [[-0.5299, -0.0420, -0.4748], [0.0454, -0.0337, 0.0462], [-0.0028, 0.0165, -0.0257], [-0.0222, 0.0101, 0.0164], [-0.0106, 0.0375, -0.0805], [0.0339, -0.0497, -0.0089], [-0.0224, 0.0399, 0.0184], [-0.0871, -0.1036, -0.0809], [0.0198, -0.0030, 0.0329], [0.1910, 0.0146, 0.0207], [-0.0547, 0.0512, 0.0440], [0.2249, -0.0391, 0.0158], [0.0383, -0.0999, 0.0552], [-0.0049, -0.0002, 0.0065], [0.0036, -0.0211, -0.0279], [0.0026, 0.0088, -0.0057], [-0.0111, 0.0102, 0.0021], [-0.0019, -0.0109, -0.0020], [0.0098, 0.0107, -0.0003], [-0.0048, -0.0164, 0.0041], [-0.0229, 0.0060, 0.0056], [-0.0282, 0.0002, -0.0716], [0.0030, 0.0145, 0.0336], [-0.1036, -0.0616, 0.0417], [-0.0099, 0.0653, -0.0134], [0.0071, -0.0483, -0.0011], [-0.0396, 0.0440, -0.0034], [0.0125, 0.0038, -0.0143], [0.0233, 0.0012, -0.0139], [0.0945, 0.0278, -0.0607], [-0.1564, -0.0441, -0.0477], [0.1582, 0.0217, 0.1814], [-0.0235, 0.1514, -0.2512], [0.0807, -0.1381, 0.1092], [0.0065, 0.0687, 0.0090], [0.0242, 0.0282, 0.0620], [-0.0014, -0.0554, -0.0186], [-0.0633, -0.0443, -0.0415], [-0.0059, 0.0592, 0.0482], [0.0054, -0.0115, -0.0048], [-0.0646, 0.0163, -0.0283], [-0.0146, -0.1108, 0.1064], [0.0733, 0.0699, 0.0459], [-0.1237, 0.0390, -0.0388], [0.0546, 0.0263, -0.0019], [0.0350, -0.0030, 0.0562], [-0.0955, 0.0068, -0.0467], [-0.0202, -0.0626, -0.1203], [0.1195, 0.0487, 0.0069], [-0.0374, -0.0043, 0.0789], [-0.0138, 0.0088, -0.0069], [-0.0129, -0.0214, -0.0002], [-0.0118, 0.0095, 0.0152], [0.0086, 0.0075, 0.0035], [0.0021, -0.0087, 0.0069], [0.0025, -0.0073, -0.0007], [-0.0050, 0.0027, -0.0004], [-0.0165, 0.0233, 0.0986], [0.0127, 0.0170, -0.0107], [0.0002, -0.0310, 0.0114], [0.0049, 0.0038, 0.0056], [0.0256, 0.0005, 0.0089], [-0.0049, -0.0057, 0.0050], [0.0188, 0.0094, 0.0132], [0.0064, 0.0097, 0.0026], [0.0008, -0.0438, 0.0352], [-0.0025, -0.0084, -0.0142], [0.0010, -0.0088, 0.0007], [0.0084, -0.0076, 0.0034], [0.0421, -0.0166, 0.0209], [-0.0079, 0.0092, -0.0044], [0.0250, 0.1239, -0.0840], [0.0701, 0.1827, -0.0613], [-0.0544, -0.1379, -0.0574], [0.0683, 0.0029, 0.2747], [-0.0138, 0.1079, 0.0622], [-0.0143, -0.1067, -0.1010], [-0.0051, 0.0584, 0.0180], [-0.0143, -0.0547, -0.0085], [0.0071, 0.0219, -0.0072], [-0.0103, -0.0139, 0.0168], [-0.0135, -0.0693, -0.0357], [0.0078, 0.0145, 0.0167], [-0.0035, -0.0071, 0.0148], [-0.0274, 0.0356, -0.0242], [0.1415, -0.0699, -0.0152], [-0.0781, 0.0143, 0.0293], [0.0512, -0.0481, -0.0280], [-0.1051, 0.1887, 0.1030], [-0.0302, -0.1287, 0.0309], [0.1575, 0.0174, -0.1237], [-0.0524, -0.0489, 0.0180], [-0.0295, 0.0118, 0.0177], [-0.1147, 0.1530, -0.1431], [0.0669, -0.1452, 0.2478], [0.0741, 0.0235, -0.0492], [-0.0105, -0.0098, -0.0009], [0.0055, -0.0012, -0.0003], [0.0002, 0.0052, -0.0018], [0.0159, 0.0100, -0.0128], [-0.0056, -0.0072, -0.0141], [0.0420, -0.0457, 0.0814], [0.0002, 0.0390, 0.0384], [0.0267, -0.0325, 0.0482], [0.0274, 0.0418, -0.0128], [0.0055, -0.0059, 0.0325], [-0.0020, 0.0090, -0.0029], [0.0017, 0.0116, 0.0020], [0.0026, -0.0345, 0.0072], [0.0247, 0.0569, -0.0313]]
}

# 2
{
  "formula": "C47H45ClFeN4O6PSSi2",
  "method": "the ωB97M-V functional and the def2-TZVPD basis",
  "e_lumo_ev": [3.411, 3.411],
  "spin_multiplicity": 6,
  "e_tot_ev": -150502.7353,
  "e_homo_ev": [0.89, -0.94],
  "total_charge": -2,
  "elements": ["Fe", "C", "Si", "C", "C", "C", "C", "C", "C", "C", "Si", "C", "C", "H", "H", "H", "H", "H", "H", "H", "H", "H", "H", "H", "H", "H", "H", "H", "H", "O", "C", "O", "C", "C", "Cl", "N", "N", "C", "C", "O", "O", "C", "C", "C", "C", "C", "C", "H", "H", "H", "H", "H", "H", "O", "S", "N", "N", "P", "C", "C", "C", "C", "C", "C", "C", "C", "C", "C", "C", "C", "C", "C", "C", "C", "C", "C", "H", "H", "H", "H", "H", "H", "H", "H", "H", "H", "H", "H", "H", "H", "H", "C", "C", "O", "C", "C", "C", "C", "C", "C", "H", "H", "H", "H", "H", "H", "H", "H"],
  "xyz": [[0.2626, -1.6452, -0.3869], [-0.8195, 1.1103, -1.8331], [0.7541, 1.3252, -0.8416], [0.6392, 3.1880, -0.3720], [2.4150, 1.0969, -1.5905], [3.4668, 0.9745, -0.6732], [4.7788, 1.1936, -0.9515], [5.0803, 1.6862, -2.2284], [4.1671, 1.7254, -3.2428], [2.7967, 1.2576, -2.9707], [1.7963, 0.3921, -4.4036], [3.0502, -0.4328, -5.4774], [0.7278, 1.5404, -5.4402], [-0.7081, 1.7975, -2.6708], [-1.6880, 1.4665, -1.3135], [-1.0304, 0.0960, -2.2318], [1.4694, 3.7251, -0.8698], [0.5968, 3.3576, 0.7031], [-0.3164, 3.5692, -0.7840], [3.1899, 0.6814, 0.3858], [5.5695, 1.1362, -0.1955], [6.1150, 1.9622, -2.5033], [4.4363, 1.9575, -4.2415], [3.3401, 0.1322, -6.3832], [2.6191, -1.3854, -5.7962], [3.9759, -0.7282, -4.9075], [-0.0550, 0.9916, -5.9024], [1.3199, 1.8915, -6.3222], [0.2858, 2.4051, -4.9122], [-0.8647, -4.9485, -4.5996], [-0.7584, -5.2869, -3.3283], [-1.3619, -6.2226, -2.8269], [0.1243, -4.4070, -2.4766], [0.6126, -4.7058, -1.2039], [0.2121, -6.0112, -0.3112], [1.3921, -3.7019, -0.6667], [1.3538, -2.6004, -1.6237], [0.5974, -3.0053, -2.6986], [0.8465, -2.2289, -3.9272], [0.9159, -2.7480, -5.0202], [0.8353, -0.8832, -3.6747], [2.6483, -3.8473, 0.0546], [2.9890, -5.0503, 0.6803], [4.3244, -5.3842, 0.8886], [5.3455, -4.4990, 0.5342], [4.9892, -3.2655, -0.0496], [3.6829, -2.8830, -0.2188], [-0.2205, -4.2032, -4.8455], [2.2178, -5.6926, 1.0987], [4.5600, -6.3233, 1.3641], [6.4175, -4.6808, 0.7437], [5.7865, -2.6075, -0.4248], [3.5330, -1.9247, -0.6741], [-3.2538, -2.7762, 2.2529], [-2.6712, -1.8182, 1.3078], [-1.4512, -2.1321, 0.4956], [0.8508, 0.1786, 0.4597], [0.8274, 0.6152, 2.0302], [-0.5380, 1.7121, 2.3478], [-1.7523, 1.7820, 1.6202], [-2.7045, 2.8079, 1.7455], [-2.4733, 3.8246, 2.6442], [-1.3711, 3.6656, 3.4776], [-0.5638, 2.5361, 3.4926], [0.3745, -0.9205, 2.8824], [-0.7046, -0.8553, 3.8007], [-1.0039, -1.9671, 4.5678], [-0.2714, -3.1255, 4.4753], [0.7021, -3.2201, 3.4724], [0.9789, -2.1662, 2.6295], [2.3569, 1.3855, 2.6608], [2.6010, 2.7501, 2.7530], [3.7092, 3.2641, 3.4855], [4.7530, 2.4225, 3.7721], [4.6270, 1.0280, 3.5613], [3.4295, 0.5348, 3.1104], [-1.9584, 0.9215, 0.9256], [-3.5439, 2.7652, 1.0589], [-3.1697, 4.6442, 2.7675], [-1.2349, 4.5170, 4.1845], [0.1710, 2.3506, 4.3011], [-1.3741, -0.0313, 3.8919], [-1.9006, -1.9777, 5.1938], [-0.3668, -3.9310, 5.2271], [1.2340, -4.1625, 3.3242], [1.6087, -2.2512, 1.7377], [1.8420, 3.4612, 2.3823], [3.6948, 4.2866, 3.7695], [5.7324, 2.8177, 4.1046], [5.4198, 0.3413, 3.8581], [3.3245, -0.5188, 2.9950], [-7.3910, 4.4508, -1.7027], [-6.4811, 3.6022, -0.8311], [-5.2756, 3.9016, -0.6531], [-7.0532, 2.4471, -0.1115], [-8.1123, 1.6614, -0.5279], [-8.4852, 0.5074, 0.1635], [-7.7774, 0.0827, 1.3163], [-6.6934, 0.8577, 1.6815], [-6.3441, 2.0215, 0.9703], [-7.1335, 5.4972, -1.5767], [-8.4580, 4.3311, -1.3372], [-7.3557, 4.2405, -2.7844], [-8.8028, 1.9696, -1.2964], [-9.4246, -0.0281, -0.1357], [-8.0667, -0.7834, 1.8476], [-6.0047, 0.5172, 2.4933], [-5.4843, 2.6080, 1.2801]],
  "forces_ev_per_angstrom": [[-0.4622, -0.1037, 0.1389], [0.6694, -0.8293, -0.8496], [-1.2201, -0.2980, 0.7160], [-0.0384, -0.2681, -0.6783], [1.5824, -0.0257, -2.5058], [-1.2198, -0.4126, 2.4003], [0.9643, 0.9009, -0.7653], [1.7499, 0.1896, -0.1466], [-3.1832, -1.8364, 1.1295], [0.7222, 0.3738, 0.2628], [-0.5697, -0.4713, 1.2522], [1.2401, -0.6238, -0.1352], [0.8098, 0.7412, -0.1335], [-0.0640, 0.0481, -0.4368], [-0.3749, 0.1560, 0.5688], [0.2185, 0.5806, 0.2400], [-0.3135, -0.0506, 0.5012], [0.2350, 0.2131, -0.0754], [0.4460, -0.1403, 0.1975], [0.3938, 0.4038, -1.4777], [-0.4043, -0.1922, -0.2422], [-0.4891, -0.0837, 0.4422], [0.3548, 0.1840, -0.7656], [-0.0720, -0.1394, 0.4786], [-0.0977, 0.0944, -0.1664], [-0.8020, 0.4888, -0.4783], [-0.9795, -0.6627, -0.2139], [-0.1535, 0.0354, 0.8302], [0.3063, -0.4256, -0.2230], [0.7194, 0.7860, -0.9178], [0.0919, 0.0385, 2.2039], [0.4213, 0.6174, -1.0801], [1.4677, 1.3823, 0.7915], [-0.6122, 0.7097, -2.7644], [-0.7388, -2.0827, 1.3880], [1.1907, 1.2614, 0.6419], [0.8937, 0.2074, 1.6643], [-0.1050, -0.6265, -1.8009], [-1.4436, -1.0740, 3.7125], [-0.2762, -0.2899, -2.4562], [1.5311, 1.6382, -1.1358], [-0.3025, 0.3252, -2.3829], [-0.0001, 0.0115, 0.7045], [0.3381, 0.8642, 0.3061], [0.2191, 0.3468, -0.2256], [0.9535, -0.4643, 0.6456], [-0.6175, -1.0827, -0.0947], [-0.6243, -0.7103, 0.4338], [0.2432, 0.0188, -0.5825], [0.0170, -0.1281, 0.1188], [-0.8201, -0.2285, -0.2879], [-0.3900, -0.1259, 0.4256], [-0.6859, 0.1111, -0.2358], [0.1170, -0.3413, 0.0867], [1.3418, 0.0358, -1.3423], [-1.6564, 0.3483, 1.2641], [0.0707, 1.5417, 2.0493], [-1.3114, -2.1159, -3.0254], [-2.0732, 1.1824, 1.7198], [0.5719, -1.3750, -1.3479], [0.4470, -1.1428, -0.6393], [0.3847, -0.6019, -0.1403], [-0.6162, 1.3273, 1.6917], [1.6113, 0.6297, -0.5515], [-0.4692, 0.3705, 1.1852], [1.0517, -0.9407, -0.3485], [-0.9623, -0.2139, 0.3474], [1.1937, -0.4362, 0.1584], [-0.0464, -0.9075, 0.1375], [-0.0630, 1.2616, -0.0955], [1.5667, -0.5007, 0.8547], [-0.8930, 0.7166, 0.9234], [-0.8574, -1.1879, -1.4409], [1.1312, -0.6157, 0.2158], [-0.0749, 0.8776, 0.3692], [-1.0760, 0.5561, -0.7938], [0.2731, 1.2038, 0.3779], [-0.1126, 0.2139, 0.2019], [0.2199, 0.1235, -0.1841], [0.1369, -1.1160, -0.0854], [-0.3134, 0.5655, -0.6064], [0.0425, 0.7166, -0.0543], [0.3825, 0.2606, -0.0501], [-0.2762, 0.3904, -0.7898], [-0.1703, 0.2246, 0.0063], [0.1670, -0.1331, 0.5834], [0.4507, -0.4205, 0.3816], [0.3035, 0.8243, -0.1428], [-0.8291, -0.2030, 0.1705], [-0.1229, 0.2370, -0.2401], [-0.2021, -0.7470, 0.0729], [-1.1467, -0.3930, 0.4605], [-1.3354, -1.3198, 0.3366], [0.7836, 0.8178, 0.0528], [0.9470, 2.5691, -2.2280], [-2.2658, -1.4770, 0.4428], [-0.6809, 0.1602, 0.1718], [-0.4010, 0.7643, -1.3164], [1.6458, 0.6837, 0.3403], [1.1343, -2.0137, 2.7389], [0.1908, 0.2748, 0.0367], [0.9855, 0.1009, -0.6172], [0.0329, -0.1210, 0.1753], [0.1800, 0.1833, -0.5058], [1.0311, 0.4325, 0.1451], [-0.1613, -0.8312, 0.4520], [-0.7754, 0.3837, -0.5217], [-0.2220, -0.1752, -0.0197]]
}